(1)
The following is a quantum chemistry calculation of a structure of composition C5H5NO, from the OMol25 dataset.

Energy   -8798.0277 eV
Max |F|   0.7 eV Å⁻¹
Spin multiplicity   1
Relative energy (zero: lowest compared OMol25 entry of this formula, charge and spin)   124.3 kcal per mole
Orbital gap (alpha / beta)   8.34 / 8.34 eV
LUMO energy (alpha / beta)   -0.6 / -0.6 eV

Element x y z (Å)
O: -1.4659 -2.5065 -1.1735
C: -0.6016 -0.7288 0.6617
C: -0.2604 0.7387 0.7347
C: 1.1839 0.9347 0.4403
C: 0.2177 0.6472 -0.7087
C: -0.3186 -0.7636 -0.6467
N: -0.5408 -1.8204 -1.5688
H: -0.7597 -1.5045 1.4006
H: -0.9495 1.4925 1.0949
H: 1.8963 0.1790 0.7627
H: 1.5316 1.9641 0.5077
H: 0.0669 1.3677 -1.5049



(2)
The following is a quantum chemistry calculation of a cluster of 2 separate species, C5H5NO in total, from the OMol25 dataset.

Energy   -8797.9755 eV
Max |F|   1.3 eV Å⁻¹
Spin multiplicity   1
Relative energy (zero: lowest compared OMol25 entry of this formula, charge and spin)   125.5 kcal per mole
Orbital gap (alpha / beta)   7.95 / 7.95 eV
LUMO energy (alpha / beta)   -0.4 / -0.4 eV

Element x y z (Å)
O: 0.5468 0.2448 2.3778
C: 0.2233 -0.2351 1.3858
C: -0.2734 -0.6865 0.1952
C: -0.4867 0.4845 -0.8492
C: 0.6325 -0.4435 -1.0495
C: 2.0366 -0.1029 -0.8506
N: 3.1388 0.2283 -0.7237
H: -2.7374 0.9672 1.0707
H: -0.9510 -1.5365 0.2566
H: -0.1530 1.4461 -0.4366
H: -2.4723 0.9012 0.3748
H: 0.4958 -1.2676 -1.7512



(3)
The following is a quantum chemistry calculation of the molecule C5H5NO, from the OMol25 dataset.

Energy   -8800.7601 eV
Max |F|   1.2 eV Å⁻¹
Spin multiplicity   1
Relative energy (zero: lowest compared OMol25 entry of this formula, charge and spin)   61.3 kcal per mole
Orbital gap   10.22 eV
LUMO energy   0.2 eV

Element x y z (Å)
O: -1.9539 0.0200 -0.3099
C: -1.1018 -0.8559 0.3787
C: 0.3650 -0.4623 0.2835
C: 0.6980 0.7803 0.0215
C: 0.9000 1.8021 -0.7524
C: 1.4006 -1.4265 0.5067
N: 2.2412 -2.1983 0.7051
H: -1.8841 0.8969 0.0904
H: -1.3439 -0.9194 1.4460
H: -1.2497 -1.8434 -0.0670
H: 0.8215 1.3532 -1.7345
H: 1.1072 2.8532 -0.5683



(4)
The following is a quantum chemistry calculation of the molecule C5H5NO, from the OMol25 dataset.

Energy   -8797.9525 eV
Max |F|   2.2 eV Å⁻¹
Spin multiplicity   1
Relative energy (zero: lowest compared OMol25 entry of this formula, charge and spin)   126.1 kcal per mole
Orbital gap   8.93 eV
LUMO energy   -0.1 eV

Element x y z (Å)
C: 0.6132 1.0315 0.0408
C: -0.6081 -0.7945 0.2847
C: -0.1124 0.6148 -1.3791
C: -0.9421 -0.4712 -0.9736
C: -0.3186 -1.5817 1.2922
O: -0.1686 1.8821 -0.6142
N: 1.6041 1.1230 0.8051
H: 1.8174 2.1028 1.0119
H: 0.2822 0.7495 -2.3794
H: -1.8163 -0.8172 -1.5156
H: 0.0168 -1.1785 2.2397
H: -0.3676 -2.6606 1.1877



(5)
The following is a quantum chemistry calculation of the molecule C5H5NO, from the OMol25 dataset.

Energy   -8801.9437 eV
Max |F|   1.0 eV Å⁻¹
Spin multiplicity   1
Relative energy (zero: lowest compared OMol25 entry of this formula, charge and spin)   34.0 kcal per mole
Orbital gap   10.97 eV
LUMO energy   0.5 eV

Element x y z (Å)
O: -0.7997 -0.9447 2.1486
C: -1.1641 -0.5412 1.0725
C: -0.4882 0.5486 0.2933
C: 0.9846 0.7582 0.3182
C: 0.3261 0.2593 -0.9501
C: 0.5320 -1.1074 -1.3710
N: 0.6740 -2.2060 -1.7047
H: -2.0827 -0.9299 0.5931
H: -1.1613 1.3963 0.1873
H: 1.5780 0.0366 0.8724
H: 1.3908 1.7651 0.3078
H: 0.2104 0.9650 -1.7674



(6)
The following is a quantum chemistry calculation of the molecule C5H5NO, from the OMol25 dataset.

Energy   -8802.0604 eV
Max |F|   1.1 eV Å⁻¹
Spin multiplicity   1
Relative energy (zero: lowest compared OMol25 entry of this formula, charge and spin)   31.3 kcal per mole
Orbital gap   10.90 eV
LUMO energy   0.6 eV

Element x y z (Å)
O: -1.4840 2.3397 -0.0681
C: -1.0768 1.2215 -0.2655
C: 0.2677 0.7592 0.1937
C: 0.3398 -0.4194 1.1273
C: 0.8225 -0.5700 -0.2860
C: 0.0421 -1.3857 -1.1918
N: -0.5914 -2.0467 -1.9002
H: -1.6916 0.4685 -0.8001
H: 0.9835 1.5615 0.3487
H: -0.5898 -0.9165 1.3904
H: 1.0860 -0.3922 1.9149
H: 1.8922 -0.6198 -0.4633



- Number 3 is which compound?
  C5H5NO